# C59H49IrN5O7P2S

A structure of composition C59H49IrN5O7P2S (wB97M-V/def2-TZVPD, OMol25).

Values from the calculation:
Energy above the lowest of the compared OMol25 structures with the same formula, charge and spin = 0.0 kJ/mol
2S+1 = 1
Charge = +1
Molecular weight = 1226.30 Da
Kohn-Sham gap (spin up / spin down) = 3.4 / 3.4 eV
LUMO level (spin up / spin down) = -5.84 / -5.84 eV
Electronic energy = -4263.25057 Eh

Last column: Mulliken charge in e.
Element x y z (Å)
Ir 0.21 1.25 0.69  4.661
C -0.92 4.32 -0.12  -1.382
C -1.36 4.13 1.31  -1.792
P -0.12 3.07 2.13  1.084
C -0.74 2.93 3.82  -0.243
C -2.08 2.63 4.05  -0.191
C -2.56 2.49 5.35  -0.795
C -1.69 2.65 6.42  -0.587
C -0.34 2.92 6.20  -0.846
C 0.14 3.06 4.90  -0.349
C 1.33 4.14 2.27  0.132
C 1.23 5.52 2.48  -0.212
C 2.38 6.29 2.58  -0.756
C 3.64 5.69 2.49  -0.677
C 3.74 4.32 2.32  -0.501
C 2.58 3.55 2.21  -1.087
P -0.89 2.66 -0.87  0.939
C -0.32 2.94 -2.57  0.708
C 0.68 3.89 -2.81  -0.814
C 1.13 4.10 -4.11  -0.703
C 0.61 3.36 -5.16  -0.707
C -0.36 2.39 -4.92  -0.980
C -0.82 2.18 -3.62  -0.422
C -2.67 2.29 -0.99  0.530
C -3.24 1.39 -0.09  -0.056
C -4.60 1.09 -0.16  -1.234
C -5.39 1.65 -1.15  -0.681
C -4.83 2.57 -2.04  -0.841
C -3.48 2.89 -1.96  -0.927
H 0.09 4.75 -0.14  0.551
H -1.58 4.98 -0.69  0.702
H -2.33 3.62 1.34  0.630
H -1.48 5.07 1.85  0.946
H -2.76 2.49 3.21  0.286
H -3.60 2.27 5.52  0.462
H -2.06 2.55 7.43  0.418
H 0.33 3.03 7.04  0.441
H 1.19 3.27 4.74  0.429
H 0.26 6.00 2.58  0.386
H 2.30 7.36 2.74  0.435
H 4.53 6.30 2.57  0.429
H 4.70 3.83 2.27  0.571
H 2.68 2.47 2.11  0.873
H 1.11 4.46 -2.00  0.030
H 1.90 4.84 -4.29  0.511
H 0.96 3.53 -6.17  0.449
H -0.76 1.80 -5.73  0.457
H -1.58 1.43 -3.44  0.623
H -2.62 0.94 0.67  0.423
H -5.04 0.40 0.56  0.490
H -6.44 1.39 -1.23  0.418
H -5.45 3.03 -2.80  0.468
H -3.07 3.61 -2.65  0.516
C -6.03 -11.09 1.20  -0.849
O -5.60 -10.38 0.05  -0.459
C -4.95 -9.21 0.23  0.935
C -4.68 -8.65 1.47  -0.720
C -4.03 -7.43 1.54  -0.701
C -3.63 -6.76 0.39  0.304
C -3.89 -7.35 -0.85  -0.490
C -4.54 -8.56 -0.93  -0.590
C -2.95 -5.46 0.44  0.251
N -2.52 -4.79 -0.61  -0.841
C -1.98 -3.63 -0.10  0.538
C -2.09 -3.59 1.26  -0.246
N -2.70 -4.77 1.60  -0.100
C -1.63 -2.49 2.05  1.175
C -1.64 -2.41 3.45  -0.705
C -1.18 -1.28 4.07  -1.449
C -0.74 -0.21 3.29  -0.624
N -0.73 -0.27 1.96  0.106
C -1.12 -1.39 1.34  0.142
C -0.95 -1.44 -0.08  -0.444
N -0.36 -0.38 -0.67  0.839
C -0.15 -0.42 -1.98  0.241
C -0.50 -1.51 -2.78  -1.173
C -1.11 -2.59 -2.20  -0.864
C -1.36 -2.56 -0.82  0.553
H -6.51 -11.99 0.83  0.247
H -6.75 -10.50 1.78  0.346
H -5.19 -11.37 1.84  0.345
H -4.98 -9.15 2.38  0.410
H -3.83 -7.02 2.53  0.217
H -3.58 -6.83 -1.74  0.464
H -4.75 -9.02 -1.89  0.430
H -2.93 -5.09 2.53  0.180
H -2.00 -3.25 4.04  0.503
H -1.15 -1.20 5.14  0.551
H -0.40 0.70 3.75  0.660
H 0.34 0.45 -2.41  -0.477
H -0.28 -1.48 -3.84  0.651
H -1.39 -3.46 -2.76  0.615
O 5.98 0.29 0.38  -0.714
C 5.11 -0.44 -0.33  0.236
C 5.58 -1.11 -1.46  -0.570
C 4.72 -1.87 -2.23  -0.488
C 3.37 -1.99 -1.88  -0.612
C 2.90 -1.31 -0.77  -0.115
C 3.75 -0.52 0.01  -0.073
C 3.21 0.28 1.14  0.401
O 3.97 1.02 1.79  -0.916
O 1.93 0.20 1.36  -0.540
H 5.47 0.68 1.12  0.376
H 6.63 -1.01 -1.73  0.521
H 5.11 -2.37 -3.11  0.463
H 2.70 -2.59 -2.48  0.438
H 1.85 -1.37 -0.49  0.542
N 2.73 2.49 -1.02  1.035
C 3.62 2.02 -1.90  0.710
C 5.00 2.36 -1.78  -0.679
C 5.88 1.90 -2.70  -0.752
C 5.40 1.13 -3.80  -0.180
C 4.03 0.74 -3.89  -1.424
C 3.15 1.20 -2.98  0.654
S 6.55 0.47 -4.98  1.282
O 7.66 1.38 -5.04  -0.664
O 5.79 0.28 -6.20  -0.680
O 6.80 -0.77 -4.24  -0.576
H 3.08 2.87 -0.15  0.140
H 1.86 1.95 -0.95  -1.753
H 5.33 2.96 -0.94  0.497
H 6.94 2.13 -2.64  0.513
H 3.72 0.11 -4.72  0.531
H 2.10 0.96 -3.05  0.213